The following is a DFT calculation (wB97M-V/def2-TZVPD) of a 13-piece molecular cluster, C75H188N12O25 overall at a distorted geometry.

electronic energy	-149870.9338	eV
highest occupied orbital energy	-8.3	eV
energy relative to the best compared isomer or geometry (same formula, charge and spin)	0.675	eV
max |F|	3.448	eV Å⁻¹
frontier orbital gap	8.65	eV

```
300
Properties=species:S:1:pos:R:3:forces:R:3:mulliken_charge:R:1
C -6.2256 -6.3528 -0.4511 0.4 0.7 -1.2 -1.089
C -7.0243 -5.3255 -1.2546 -0.2 0.2 1.1 0.455
C -6.6816 -3.9208 -0.8821 -0.5 1.1 0.8 -0.577
O -6.8014 -5.4968 -2.6188 0.6 -0.9 -1.1 -0.583
H -5.1898 -6.0148 -0.4826 0.2 -0.1 0.0 -0.055
H -6.2658 -7.2788 -1.0247 -0.2 -0.3 0.6 0.378
H -6.5120 -6.3825 0.6002 -0.3 -0.3 -0.2 0.392
H -8.0888 -5.4505 -1.0559 -0.3 -0.2 0.2 0.254
H -6.9749 -3.6845 0.1408 -0.1 -0.2 0.2 0.579
H -7.3059 -3.2663 -1.4903 0.2 0.4 -0.2 0.221
H -5.6341 -3.6243 -0.9370 0.1 -0.3 -0.5 -0.306
H -7.3602 -4.9116 -3.1354 -0.1 0.1 0.1 0.361
C 4.5371 -4.1950 0.0903 0.8 0.5 -0.2 -0.491
O 5.9572 -4.2008 0.3197 -0.5 -0.5 0.5 -0.473
C 6.3227 -4.4850 1.6919 1.0 0.5 -0.5 -0.385
C 7.8910 -4.3254 1.8736 -3.2 -0.8 -0.9 -0.697
N 8.3090 -2.9647 2.0888 1.2 -1.3 1.3 -0.185
C 9.7644 -3.0756 2.2854 0.4 2.5 1.0 -0.328
C 10.2466 -3.4083 3.7029 0.3 -0.1 0.1 -0.731
O 11.6843 -3.3502 3.7066 -0.5 -0.8 -1.0 -0.329
C 12.2676 -3.5200 4.9852 -1.0 1.2 -0.5 -0.726
H 4.1102 -3.3416 0.6173 -0.4 -0.1 0.4 -0.098
H 4.0438 -5.1399 0.3181 0.1 0.0 0.4 0.450
H 4.3512 -4.0111 -0.9679 0.3 0.0 -0.1 0.271
H 5.9809 -5.4689 2.0130 0.2 -0.5 -0.5 0.482
H 5.7937 -3.8485 2.4012 0.1 0.6 -0.1 -0.032
H 8.4258 -4.6899 0.9966 -0.2 -0.7 -0.3 0.325
H 8.0392 -5.0543 2.6703 0.8 0.6 0.5 0.512
H 8.1630 -2.4383 1.2393 -0.3 0.2 0.0 0.070
H 10.0928 -2.0395 2.2030 0.5 0.0 -0.6 0.337
H 10.3062 -3.6889 1.5654 -0.1 -0.2 -0.2 0.246
H 9.8317 -4.3661 4.0171 0.4 -0.5 0.1 0.388
H 9.9028 -2.7007 4.4574 -0.4 0.4 -0.2 0.414
H 13.3310 -3.2888 4.9244 0.0 -0.6 -0.2 0.255
H 11.9969 -4.4888 5.4049 0.4 0.0 0.2 0.265
H 11.8477 -2.6866 5.5485 -0.1 -0.2 0.9 0.322
C 3.4244 0.8476 -2.0961 0.8 -0.6 0.6 -0.878
O 4.8333 0.6211 -2.1647 0.7 -1.3 0.3 0.570
C 5.3247 -0.5360 -1.3760 -0.8 0.5 -0.6 -1.012
C 6.7316 -0.9706 -1.8426 -1.2 0.2 1.1 -0.085
N 7.3874 -1.8214 -0.7976 -0.3 1.2 -0.6 0.175
C 8.6476 -2.3706 -1.2163 1.2 1.0 -0.5 -0.001
C 9.7826 -1.3143 -1.2521 0.1 0.5 -0.2 -1.004
O 9.7392 -0.2397 -2.2354 -0.5 -1.3 -1.2 -0.200
C 9.8233 -0.7211 -3.6379 0.9 0.0 1.8 -0.817
H 3.0652 0.5032 -1.1264 -0.2 0.2 0.3 0.013
H 2.8875 0.2607 -2.8413 0.0 0.1 -0.3 0.078
H 3.2553 1.9210 -2.1827 -0.1 -0.1 -0.2 0.341
H 4.6749 -1.4043 -1.4856 -0.5 0.0 -0.3 0.751
H 5.2342 -0.2643 -0.3243 0.5 0.2 0.2 0.318
H 7.2320 -0.0233 -2.0437 0.7 -0.4 0.1 -0.717
H 6.5584 -1.5189 -2.7685 0.3 0.0 -0.3 0.427
H 6.8242 -2.6154 -0.5284 -0.7 0.0 -0.1 -0.035
H 8.6094 -2.8765 -2.1810 -0.1 -0.2 -0.3 0.503
H 8.9670 -3.1182 -0.4902 0.1 -0.1 0.0 0.142
H 10.7591 -1.7957 -1.3038 0.1 -0.4 -0.4 0.541
H 9.8254 -0.8066 -0.2885 -0.4 0.2 0.0 0.157
H 10.7092 -1.3533 -3.6984 0.1 -0.3 0.0 0.449
H 10.0417 0.1131 -4.3047 -0.5 0.2 0.3 0.231
H 8.9633 -1.3109 -3.9551 -0.2 0.3 0.1 0.214
C -2.0807 -6.4750 0.2594 0.9 0.1 0.1 -0.756
O -1.2409 -6.0741 -0.8305 -0.2 -0.5 0.2 -0.457
C -1.4753 -4.8543 -1.4936 0.1 0.8 0.1 -0.271
C -2.6245 -4.8616 -2.4931 0.4 0.3 0.4 0.055
N -2.5822 -3.7209 -3.4033 0.9 -1.0 -0.1 -0.385
C -3.7778 -3.6693 -4.1720 0.1 1.2 -0.4 0.007
C -3.7871 -2.4309 -5.0501 -0.5 0.6 0.1 -1.114
O -3.8252 -1.2368 -4.2563 0.3 0.0 0.3 -0.027
C -3.7489 -0.0298 -4.9894 0.1 0.2 0.1 -1.076
H -2.9716 -7.0501 0.0071 -0.2 0.4 -0.5 0.314
H -2.3106 -5.6502 0.9339 -0.3 0.3 -0.2 0.296
H -1.4810 -7.1595 0.8595 0.2 -0.1 -0.1 0.279
H -0.5534 -4.5141 -1.9653 0.2 -0.8 -0.5 0.288
H -1.5744 -4.0185 -0.8010 -0.7 0.0 0.6 0.113
H -3.5513 -4.8812 -1.9197 -0.5 0.0 0.1 -0.300
H -2.6009 -5.7968 -3.0525 0.1 0.0 -0.2 0.402
H -2.4659 -2.8281 -2.9457 0.3 -0.1 0.6 0.358
H -4.6059 -3.6061 -3.4660 -0.8 -0.3 -0.3 -0.120
H -3.8513 -4.5195 -4.8502 -0.2 -0.2 0.2 0.537
H -4.6993 -2.4506 -5.6463 -0.1 0.0 -0.4 0.438
H -2.9121 -2.3742 -5.6977 0.1 -0.3 -0.1 0.426
H -4.5897 0.0897 -5.6726 -0.1 -0.1 -0.1 0.426
H -2.8213 0.1083 -5.5449 0.2 -0.5 -0.3 0.465
H -3.7292 0.8144 -4.3002 -0.4 -0.2 0.3 0.124
C -10.4852 -4.1386 1.3137 -1.1 -0.4 -0.3 -0.950
O -10.2614 -2.7867 0.9611 0.7 -0.1 -0.7 -0.277
C -10.6625 -2.3614 -0.3514 -0.1 1.0 0.2 -0.342
C -10.3572 -0.8514 -0.4344 -0.9 0.2 1.5 -0.801
N -11.2137 -0.0220 0.4627 0.4 0.8 -1.3 -0.224
C -12.5601 0.3327 -0.0486 -0.2 -1.0 1.7 -0.633
C -13.4226 1.2266 0.8887 0.9 -0.2 -0.9 -0.564
O -13.8947 0.4997 1.9995 -0.7 0.4 -0.2 -0.310
C -14.8694 1.2417 2.7538 0.4 -0.8 0.7 -0.780
H -9.8458 -4.5175 2.1110 0.2 0.7 0.1 0.287
H -10.3902 -4.8869 0.5269 0.4 0.3 -0.7 0.329
H -11.5246 -4.2490 1.6226 -0.2 0.0 0.3 0.367
H -11.7326 -2.4996 -0.5055 -0.2 -0.3 0.1 0.368
H -10.1341 -2.8204 -1.1871 0.3 -0.7 0.2 0.338
H -10.4237 -0.4239 -1.4349 -0.2 -0.4 -0.2 0.466
H -9.3121 -0.7459 -0.1432 0.1 0.2 0.2 0.167
H -11.1973 -0.3218 1.4271 -0.2 -0.2 -0.2 0.267
H -13.1725 -0.5680 -0.0921 -0.3 -0.4 -0.3 0.268
H -12.5667 0.7075 -1.0721 0.5 0.4 0.2 0.424
H -14.2606 1.5354 0.2638 -0.2 0.2 0.0 0.400
H -12.8922 2.1094 1.2455 0.2 0.2 -0.2 0.343
H -15.7301 0.5991 2.9395 0.1 -0.2 0.1 0.245
H -15.2995 2.1560 2.3448 0.6 0.1 -0.7 0.363
H -14.3784 1.4903 3.6946 -0.3 0.1 0.2 0.249
C -6.5203 3.1757 -3.6578 0.0 -0.5 -1.0 -0.420
O -6.9245 3.2128 -5.0591 1.1 -0.1 1.4 -0.382
C -5.8288 3.4972 -5.9408 -1.8 -0.4 -1.4 0.001
C -6.4820 3.4228 -7.3645 -0.7 0.8 1.7 -0.985
N -7.5724 4.4343 -7.4962 1.6 0.8 -1.3 -0.384
C -7.0634 5.8308 -7.6844 -1.0 -0.8 0.0 -0.284
C -8.2794 6.7392 -7.9063 0.2 0.7 0.5 -0.689
O -9.0387 6.9306 -6.6939 -0.2 -1.9 -0.6 -0.352
C -8.5503 7.8469 -5.7386 -0.1 0.5 -1.6 -0.637
H -5.7291 2.4401 -3.5126 0.2 -0.1 -0.1 -0.069
H -7.3549 2.8358 -3.0446 -0.2 0.2 -0.3 0.323
H -6.1392 4.1245 -3.2802 -0.2 0.3 -0.2 0.318
H -5.0446 2.7405 -5.9630 0.3 0.0 0.7 0.187
H -5.4753 4.5090 -5.7421 0.4 -0.1 0.0 0.247
H -6.9049 2.4284 -7.5077 -0.2 0.0 0.3 0.382
H -5.6937 3.4775 -8.1152 -0.2 0.7 -0.2 0.409
H -8.1800 4.4984 -6.6919 0.1 -0.7 0.3 0.327
H -6.3486 5.8771 -8.5060 -0.2 -0.1 -0.3 0.397
H -6.5118 6.1913 -6.8162 0.1 0.1 0.3 0.127
H -8.9408 6.3732 -8.6916 -0.2 -0.7 0.5 0.325
H -8.0117 7.7037 -8.3378 0.5 0.5 0.4 0.401
H -7.4817 7.7372 -5.5540 0.0 -0.1 0.3 0.253
H -9.1544 7.7749 -4.8342 0.2 -0.1 -0.1 0.218
H -8.7375 8.7781 -6.2732 0.3 0.9 0.8 0.303
C 8.3068 4.4469 -6.0604 -1.0 -0.2 0.6 -0.606
O 8.7732 3.1131 -6.2250 -0.2 -0.2 -0.5 -0.363
C 7.7042 2.1394 -6.4197 1.4 -0.6 0.7 -0.940
C 7.0804 1.6233 -5.0795 -0.5 0.7 -0.6 1.428
N 5.7699 0.9344 -5.2288 0.7 0.6 -0.5 -0.397
C 5.8322 -0.1600 -6.1978 -1.3 -1.1 0.9 -0.439
C 4.6296 -1.1849 -6.0139 0.9 2.1 -0.4 -0.942
O 4.5240 -1.6876 -4.7008 -0.2 -0.3 -0.3 -0.023
C 3.2618 -2.3191 -4.5305 0.3 -0.4 0.3 -0.827
H 7.7834 4.4477 -5.1043 -0.4 0.5 0.0 0.178
H 7.6722 4.7784 -6.8824 -0.5 -0.4 -0.1 0.331
H 9.0235 5.2664 -6.0078 1.0 -0.8 0.1 0.280
H 8.2251 1.2247 -6.7026 0.4 0.3 -0.8 0.271
H 7.0950 2.4223 -7.2782 -0.6 0.2 0.5 0.398
H 7.0513 2.4579 -4.3790 -0.6 0.0 0.1 -0.629
H 7.8116 0.9374 -4.6517 0.3 -0.2 0.0 -0.303
H 5.5352 0.5696 -4.3167 -0.2 -0.1 0.2 0.085
H 6.7672 -0.7176 -6.1435 0.4 -0.2 0.1 0.277
H 5.7258 0.1957 -7.2227 0.1 0.2 0.0 0.401
H 4.7202 -1.9214 -6.8123 0.1 -0.6 0.3 0.376
H 3.7220 -0.6228 -6.2335 -0.2 0.2 -0.1 0.462
H 3.1156 -3.1368 -5.2363 0.1 -0.1 -0.2 0.467
H 2.4122 -1.6441 -4.6333 0.1 0.4 -0.1 0.381
H 3.2195 -2.7596 -3.5344 0.2 0.1 0.1 -0.014
C 1.1990 -1.0879 1.5085 -0.2 -1.0 0.1 -0.939
O 0.6628 -0.5767 0.2960 -0.2 0.7 0.4 0.808
C 0.5909 -1.4331 -0.8288 -0.2 0.2 -0.8 -0.595
C -0.2751 -0.8262 -2.0306 0.1 -1.1 1.4 -1.034
N -1.7018 -1.2139 -1.9845 1.5 -0.5 0.3 0.780
C -2.3804 -0.7768 -0.7928 -0.3 0.5 -0.1 -0.254
C -3.8902 -1.0262 -0.8858 0.7 0.2 0.6 0.558
O -4.5481 0.1615 -1.2627 -0.1 -0.1 -0.1 -0.274
C -5.9286 -0.0278 -1.4633 -0.2 -0.1 0.4 -0.843
H 0.6523 -1.9450 1.9018 -0.8 -0.1 -0.1 0.439
H 1.2191 -0.3607 2.3203 -0.1 0.4 -0.6 0.386
H 2.1906 -1.5388 1.4704 0.6 0.5 -0.7 -0.352
H 0.2321 -2.4245 -0.5521 -0.4 -0.1 0.1 0.147
H 1.6051 -1.5865 -1.1974 0.3 0.0 -0.2 0.158
H 0.1272 -1.2470 -2.9521 0.1 0.1 0.0 0.663
H -0.1204 0.2527 -2.0292 0.0 0.2 0.0 0.087
H -2.1816 -0.8893 -2.8118 -0.2 0.2 -0.1 -0.161
H -2.1030 0.2626 -0.6173 -0.8 0.7 0.1 -0.632
H -2.0079 -1.2045 0.1380 0.3 -0.8 -0.3 0.296
H -4.1718 -1.4082 0.0955 -0.6 0.4 0.5 0.753
H -4.1631 -1.8555 -1.5385 0.3 0.0 -0.6 -0.934
H -6.1443 -0.8148 -2.1859 0.1 0.1 -0.5 0.212
H -6.3864 0.9232 -1.7356 0.2 -0.1 -0.2 0.123
H -6.4247 -0.3517 -0.5483 0.0 0.0 0.4 0.470
C 6.6062 -7.5641 5.6995 0.0 -0.1 -0.5 -0.752
O 5.5765 -6.5962 5.7103 -0.3 -0.4 0.5 -0.309
C 5.9639 -5.2541 5.9813 -0.7 -0.2 -1.0 -0.125
C 4.7034 -4.3790 5.8603 0.1 -0.7 -0.8 -0.795
N 4.0803 -4.4234 4.4810 1.4 0.1 1.8 0.099
C 2.8632 -3.6273 4.3700 -0.3 -0.3 0.0 0.372
C 1.5821 -4.3715 4.8573 0.7 -0.2 -1.3 -0.660
O 1.2891 -5.5432 4.0499 -0.2 0.4 -0.5 -0.413
C 0.5544 -5.3298 2.7976 0.6 -0.1 1.5 -0.391
H 7.3804 -7.3146 4.9739 0.4 0.4 0.1 0.244
H 6.2283 -8.5128 5.3182 -0.5 0.1 0.1 0.270
H 7.0446 -7.7793 6.6740 0.0 0.3 0.2 0.303
H 6.7035 -5.0120 5.2180 0.2 0.5 0.0 -0.106
H 6.3905 -5.1073 6.9736 0.1 -0.2 0.2 0.437
H 4.9923 -3.3754 6.1722 -0.2 0.2 -0.3 0.369
H 3.9965 -4.7886 6.5818 -0.1 0.1 0.4 0.324
H 3.9084 -5.4133 4.3774 -0.4 -0.2 -0.5 0.326
H 2.8251 -3.2818 3.3370 -0.6 -0.2 -0.2 -0.358
H 3.0143 -2.6966 4.9168 -0.2 0.0 0.3 -0.049
H 0.6989 -3.7348 4.9092 0.0 0.2 0.0 0.381
H 1.8270 -4.7302 5.8570 -0.3 -0.3 0.0 0.297
H 1.1143 -4.7198 2.0887 0.0 0.2 0.0 0.147
H -0.4232 -4.9031 3.0218 0.0 0.3 0.0 0.346
H 0.3724 -6.3043 2.3445 0.3 0.0 0.2 0.131
C 1.4405 1.7199 10.7553 -1.4 -0.1 -0.3 -0.703
O 1.3037 1.1841 9.4453 -0.8 0.3 -1.1 -0.333
C 0.5166 2.0950 8.5837 1.3 -0.1 -0.5 -0.836
C 0.3780 1.5338 7.1605 1.6 0.6 1.2 -0.219
N 1.7443 1.4550 6.6247 0.0 -0.1 0.1 -0.352
C 1.8277 0.7326 5.3826 -0.6 -0.3 -0.5 -0.496
C 3.2395 0.3996 4.9288 0.5 0.7 -0.4 -0.990
O 3.1954 -0.3650 3.7465 -0.3 -1.8 -0.2 0.627
C 4.4442 -0.6862 3.1030 -0.3 1.5 0.3 -0.611
H 2.0210 1.1121 11.4493 0.2 -0.3 -0.6 0.235
H 0.4043 1.6981 11.0928 0.0 0.6 0.9 0.303
H 1.8377 2.7349 10.7465 0.0 0.1 0.0 0.297
H 1.1313 2.9950 8.5726 -0.1 0.3 -0.4 0.343
H -0.4959 2.4277 8.8122 -0.2 -0.6 1.4 0.478
H -0.2109 2.2518 6.5898 0.0 -0.1 -0.1 0.102
H -0.1656 0.5925 7.2407 0.0 -0.4 -0.3 0.382
H 2.2890 0.9396 7.3013 0.1 0.1 0.4 0.284
H 1.3307 1.3275 4.6163 0.0 0.1 -0.3 -0.119
H 1.2273 -0.1710 5.4877 0.1 -0.6 -0.4 0.495
H 3.8102 -0.0786 5.7250 0.1 -0.4 0.2 0.487
H 3.7705 1.3151 4.6679 0.1 0.4 0.3 0.402
H 5.2619 -0.9908 3.7561 -0.2 0.0 0.4 0.497
H 4.6977 0.2566 2.6182 0.7 0.0 -0.3 0.068
H 4.3777 -1.4511 2.3293 -0.7 -0.1 0.2 -0.227
C 2.3310 2.6169 1.8913 0.8 0.8 -1.1 0.279
O 3.0990 3.5704 1.1372 -0.1 0.5 0.0 -0.375
C 4.4059 3.1171 0.7727 -0.8 -0.8 0.7 0.734
C 5.2386 4.1892 0.0674 -1.3 0.6 0.9 -0.961
N 6.6375 3.9303 -0.0596 0.9 0.2 -1.4 -0.247
C 6.9337 3.1065 -1.2376 0.5 -1.0 0.8 -0.467
C 8.4481 2.8079 -1.4555 -1.3 1.9 -1.3 0.257
O 8.9289 3.9033 -2.2848 0.7 -0.1 0.3 -0.449
C 10.1297 3.5268 -2.9736 -1.1 -0.7 -0.2 -0.382
H 2.3518 1.6552 1.3787 0.2 -0.4 0.2 0.161
H 1.2931 2.9474 1.8511 0.1 0.2 0.3 -0.578
H 2.7384 2.5961 2.9021 -0.3 -0.4 0.2 0.398
H 4.2115 2.1842 0.2435 0.5 -0.1 -0.8 -0.484
H 4.9407 2.7707 1.6571 0.2 0.2 0.5 0.202
H 5.1139 5.1245 0.6130 -0.1 0.0 0.5 0.313
H 4.7402 4.4454 -0.8675 0.5 -0.3 -0.5 0.311
H 7.0850 3.5011 0.7377 -0.4 0.1 0.3 0.357
H 6.4918 3.5461 -2.1318 0.3 0.2 0.0 0.155
H 6.3979 2.1703 -1.0811 0.1 -0.5 -0.4 0.155
H 8.5584 1.8948 -2.0405 0.1 -0.3 0.3 -0.261
H 9.0151 2.8011 -0.5246 0.0 -0.3 0.1 0.428
H 10.5121 4.2952 -3.6455 -0.2 0.4 0.5 0.270
H 9.8078 2.7180 -3.6296 0.5 -0.4 -0.2 -0.015
H 10.9044 3.1581 -2.3013 0.1 0.1 0.1 0.289
C -1.7932 3.6162 3.0053 -0.8 -0.7 -0.6 -0.077
O -3.0792 2.9071 2.9081 1.1 1.3 -0.5 -0.301
C -2.9297 1.4926 2.8765 0.1 0.4 0.2 -0.088
C -4.2837 0.8232 3.1928 1.4 0.7 0.5 -0.386
N -4.5863 1.1234 4.6082 -0.5 -1.3 -1.3 -0.305
C -5.9989 0.9180 4.9447 0.3 2.1 -0.3 -0.759
C -7.0245 1.8383 4.0984 -0.1 -1.0 1.9 -0.156
O -8.3241 1.8263 4.7620 0.7 -0.1 -0.9 -0.421
C -9.1069 0.6942 4.4378 0.2 -0.1 0.2 -0.641
H -1.8621 4.6626 2.7079 -0.9 0.1 0.6 0.032
H -1.0581 3.3015 2.2646 0.0 -0.9 -0.1 -0.253
H -1.3587 3.4720 3.9945 -0.1 0.2 0.1 0.330
H -2.1480 1.3163 3.6154 -0.2 -0.9 0.6 0.323
H -2.4741 1.1280 1.9558 -0.3 0.2 -0.6 -0.043
H -4.1735 -0.2372 2.9655 0.1 -0.4 0.6 0.312
H -5.0621 1.1170 2.4887 0.1 0.6 -0.1 0.125
H -4.2296 2.0364 4.8520 -0.3 0.2 -0.2 0.348
H -6.0368 1.2939 5.9671 -0.6 -0.3 0.1 0.301
H -6.2111 -0.1511 4.9362 -0.3 0.1 -0.2 0.324
H -7.0770 1.5564 3.0468 -0.3 -0.2 0.0 0.280
H -6.7092 2.8807 4.1441 0.2 -0.1 0.1 0.201
H -10.0737 0.7680 4.9358 0.0 0.3 0.0 0.295
H -8.6441 -0.2236 4.8003 0.1 -0.2 0.0 0.275
H -9.2617 0.5914 3.3638 0.0 0.1 -0.2 0.247
C -4.4811 8.1069 0.9913 1.3 -1.0 0.1 -0.704
O -3.4408 7.2564 1.5497 -0.2 0.8 -0.1 -0.280
C -2.0594 7.6466 1.3434 -0.5 -0.9 0.1 -0.821
C -1.4762 6.9752 0.0714 -1.4 0.2 1.2 -0.051
N -0.0403 7.1306 -0.0071 -0.1 0.0 -1.9 -0.371
C 0.5291 6.3974 -1.1805 0.7 -1.6 1.0 -1.066
C 0.6425 4.8402 -0.9647 -1.5 0.5 -0.8 0.201
O -0.6464 4.2271 -1.3314 1.6 -0.1 0.8 -0.504
C -0.6906 2.8542 -0.9176 -1.1 1.0 -0.8 0.038
H -5.4552 7.6799 1.2297 0.2 -0.2 0.2 0.238
H -4.3750 8.0625 -0.0927 -0.1 0.6 -0.1 0.288
H -4.4243 9.1080 1.4187 0.1 0.2 -0.3 0.287
H -1.5756 7.2923 2.2536 0.3 -0.2 0.0 0.294
H -1.8806 8.7218 1.3355 -0.4 0.2 -0.2 0.477
H -2.0760 7.4286 -0.7177 0.7 0.3 -0.7 0.161
H -1.8049 5.9362 0.0457 0.0 -0.3 0.3 0.195
H 0.3642 6.7668 0.8438 0.2 -0.1 0.0 0.258
H 1.5506 6.7161 -1.3879 0.1 0.3 0.3 0.395
H 0.0091 6.5252 -2.1299 -0.5 0.4 0.4 0.361
H 0.9327 4.5817 0.0536 -0.2 0.1 0.3 -0.118
H 1.4069 4.3856 -1.5949 0.2 0.1 -0.3 0.411
H 0.0848 2.2409 -1.3766 0.4 0.1 0.3 0.132
H -1.6424 2.5123 -1.3240 -0.1 -0.3 0.1 0.160
H -0.7597 2.7868 0.1681 0.4 -0.2 0.1 -0.041
```
Positions in Å, forces in eV/Å.